# 1
{"formula": "C4H10NO2S", "method": "ωB97M-V with the def2-TZVPD basis set", "homo_ha": [-0.516, -0.516], "gap_ev": [7.94, 7.94], "charge": 1, "e_lumo_ha": [-0.2242, -0.2242], "symbols": ["C", "C", "C", "C", "N", "O", "O", "S", "H", "H", "H", "H", "H", "H", "H", "H", "H", "H"], "coordinates": [[-0.318, -0.277, -0.770], [0.950, -2.049, 0.690], [0.359, -1.567, -0.666], [0.741, 1.245, 0.145], [-0.108, 2.411, -0.151], [-2.360, 1.299, 0.359], [-2.802, -1.157, -0.051], [-1.859, -0.111, 0.158], [0.957, -3.117, 0.672], [2.043, -1.802, 0.569], [0.320, -1.654, 1.479], [-0.489, -2.180, -0.901], [1.099, -1.436, -1.345], [0.734, 1.017, 1.141], [1.703, 1.441, -0.251], [0.325, 3.315, -0.016], [-1.097, 2.020, 0.093], [-0.196, 2.603, -1.154]]}

---

# 2
{"formula": "C5H5N", "method": "ωB97M-V with the def2-TZVPD basis set", "homo_ha": [-0.323, -0.375], "gap_ev": [5.95, 9.39], "charge": 0, "e_lumo_ha": [-0.1041, -0.0304], "symbols": ["C", "C", "C", "C", "C", "N", "H", "H", "H", "H", "H"], "coordinates": [[-0.157, -0.118, 3.038], [-0.322, 0.249, 1.902], [0.434, -0.823, -0.900], [-0.779, 0.870, 0.555], [0.241, 0.643, -0.462], [1.175, -0.957, -1.890], [-0.143, -1.578, -0.311], [-1.721, 0.258, 0.180], [-1.111, 1.934, 0.807], [1.046, 1.403, -0.664], [1.338, -1.883, -2.255]]}

---

# 3
{"formula": "C4H7NO2S", "method": "ωB97M-V with the def2-TZVPD basis set", "homo_ha": 0.007, "gap_ev": 5.83, "charge": -2, "e_lumo_ha": 0.2210, "smiles": "O=C(CC[S-])NC[O-]", "symbols": ["O", "C", "C", "C", "S", "N", "C", "O", "H", "H", "H", "H", "H", "H", "H"], "coordinates": [[-1.477, -0.804, 1.342], [-0.466, -0.457, 0.706], [-0.545, 0.607, -0.388], [-1.903, 0.718, -1.076], [-2.016, 2.067, -2.293], [0.742, -0.971, 0.944], [2.193, -0.581, 0.508], [3.046, -0.961, 1.446], [-0.333, 1.549, 0.141], [0.267, 0.476, -1.100], [-2.126, -0.245, -1.526], [-2.670, 0.825, -0.296], [0.834, -1.626, 1.713], [2.130, 0.514, 0.338], [2.324, -1.111, -0.458]]}